{"formula": "C8H6F6NO4S2V", "method": "wB97M-V/def2-TZVPD", "symbols": ["V", "C", "C", "C", "C", "C", "C", "H", "H", "H", "H", "H", "H", "F", "C", "F", "F", "S", "O", "O", "N", "S", "O", "O", "C", "F", "F", "F"], "xyz": [[0.539, 0.482, -0.077], [0.025, -1.548, 1.676], [0.764, -2.001, 0.582], [1.970, -1.379, 0.245], [2.440, -0.297, 1.004], [1.651, 0.202, 2.047], [0.447, -0.425, 2.382], [-0.869, -2.077, 1.978], [0.457, -2.879, 0.033], [2.577, -1.774, -0.556], [3.417, 0.119, 0.809], [2.005, 1.035, 2.635], [-0.117, -0.069, 3.232], [2.003, 2.927, -1.545], [1.906, 2.132, -2.599], [2.193, 2.774, -3.708], [2.709, 1.088, -2.428], [0.164, 1.490, -2.748], [0.185, 0.213, -1.939], [-0.034, 1.373, -4.142], [-0.737, 2.560, -2.014], [-1.210, 2.293, -0.536], [-0.063, 2.278, 0.433], [-2.003, 1.093, -0.362], [-2.133, 3.842, -0.124], [-2.554, 3.687, 1.117], [-1.305, 4.855, -0.215], [-3.138, 3.970, -0.954]], "lumo_energy_ev": [-4.58, -4.45], "total_charge": 1, "de_lowest_kcal_mol": 31.1, "homo_energy_ev": [-13.12, -14.87], "orbital_gap_ha": [0.3138, 0.3828], "multiplicity": 4}

{"formula": "C5H2F15NaO16S5", "method": "wB97M-V/def2-TZVPD", "symbols": ["Na", "C", "F", "F", "F", "S", "O", "O", "O", "C", "F", "F", "F", "S", "O", "O", "O", "C", "F", "F", "F", "S", "O", "O", "O", "C", "F", "F", "F", "S", "O", "O", "O", "C", "F", "F", "F", "S", "O", "O", "O", "O", "H", "H"], "xyz": [[-0.023, -0.019, -0.009], [1.254, -4.295, -1.149], [1.272, -5.143, -0.140], [1.634, -4.836, -2.314], [-0.049, -3.859, -1.234], [2.509, -2.849, -0.723], [1.791, -1.908, 0.113], [3.612, -3.492, -0.038], [2.936, -2.312, -2.007], [2.228, 1.308, -2.799], [3.200, 0.570, -2.211], [1.093, 0.811, -2.224], [2.463, 2.574, -2.499], [2.304, 0.951, -4.697], [3.642, 1.325, -5.116], [2.020, -0.455, -4.934], [1.379, 1.914, -5.320], [-4.920, 2.333, -0.130], [-4.960, 3.180, -1.151], [-5.918, 2.664, 0.718], [-5.164, 1.138, -0.608], [-3.183, 2.406, 0.690], [-3.407, 1.904, 2.049], [-2.302, 1.569, -0.095], [-2.842, 3.851, 0.657], [2.881, 3.288, 1.704], [3.242, 2.252, 0.966], [3.403, 3.190, 2.900], [3.230, 4.365, 1.048], [0.986, 3.287, 1.796], [0.563, 4.340, 0.834], [0.631, 1.932, 1.349], [0.587, 3.650, 3.171], [-1.157, -3.668, 3.810], [-0.536, -4.174, 2.731], [-2.241, -4.519, 4.104], [-0.369, -3.634, 4.823], [-1.865, -1.871, 3.275], [-2.273, -1.185, 4.557], [-0.740, -1.207, 2.620], [-2.987, -2.152, 2.327], [-1.234, -1.056, -1.899], [-0.735, -1.524, -2.568], [-1.955, -0.648, -2.379]], "lumo_energy_ev": [5.57, 0.97], "total_charge": -3, "homo_energy_ev": [-1.93, -1.93], "orbital_gap_ha": [0.2756, 0.1064], "multiplicity": 2}

{"formula": "C8H13N2", "method": "wB97M-V/def2-TZVPD", "symbols": ["C", "C", "C", "C", "C", "C", "C", "C", "N", "N", "H", "H", "H", "H", "H", "H", "H", "H", "H", "H", "H", "H", "H"], "xyz": [[-0.353, 0.723, -2.624], [-0.611, 1.636, -1.599], [0.595, -0.328, -2.475], [-0.972, 1.243, -0.318], [1.106, -0.996, 1.066], [1.169, -0.404, -1.254], [-0.405, -0.616, 1.336], [-0.410, 0.304, 2.566], [-1.280, -0.036, 0.215], [1.127, -1.375, -0.379], [-0.750, 0.706, -3.675], [-0.562, 2.783, -1.798], [0.728, -1.242, -3.026], [-1.100, 1.888, 0.580], [1.808, -0.232, 1.202], [1.411, -1.889, 1.613], [1.313, 0.565, -0.729], [-1.021, -1.547, 1.674], [-0.022, -0.124, 3.469], [-1.465, 0.797, 2.729], [0.266, 1.235, 2.534], [0.731, -2.338, -0.543], [-1.304, -0.751, -0.565]], "lumo_energy_ev": [-3.59, -7.22], "total_charge": 1, "de_lowest_kcal_mol": 83.2, "homo_energy_ev": [-10.62, -13.73], "orbital_gap_ha": [0.2586, 0.2393], "multiplicity": 3}

{"formula": "C22H23ClN4O2", "method": "wB97M-V/def2-TZVPD", "symbols": ["C", "C", "C", "N", "C", "C", "C", "C", "C", "C", "C", "Cl", "H", "H", "H", "H", "O", "C", "N", "C", "C", "N", "C", "O", "C", "H", "C", "H", "H", "H", "H", "H", "H", "H", "C", "C", "N", "C", "C", "C", "C", "H", "H", "H", "H", "H", "H", "H", "H", "H", "H", "H"], "xyz": [[-1.932, -3.527, -1.485], [-1.665, -2.072, -1.366], [-0.566, -1.291, -1.598], [-0.898, 0.007, -1.322], [-2.147, -0.019, -0.941], [-2.893, 1.146, -0.518], [-2.233, 2.378, -0.530], [-2.864, 3.530, -0.113], [-4.177, 3.476, 0.330], [-4.850, 2.269, 0.348], [-4.216, 1.110, -0.073], [-5.108, -0.357, -0.028], [-5.871, 2.213, 0.693], [-4.678, 4.372, 0.663], [-2.336, 4.471, -0.128], [-1.212, 2.396, -0.876], [-2.668, -1.255, -0.963], [0.827, -1.654, -2.002], [1.744, -1.248, -0.963], [1.702, -1.998, 0.264], [1.586, -1.056, 1.481], [0.427, -0.206, 1.348], [-0.664, -0.645, 2.005], [-1.782, -0.189, 1.909], [-0.227, -1.803, 2.895], [-0.675, -2.719, 2.504], [1.298, -1.811, 2.787], [1.735, -1.273, 3.627], [1.714, -2.817, 2.770], [-0.590, -1.665, 3.912], [0.340, 0.405, 0.547], [2.490, -0.443, 1.543], [0.822, -2.646, 0.246], [2.599, -2.628, 0.388], [3.021, -0.683, -1.320], [3.139, 0.740, -0.825], [4.287, 1.090, -0.262], [4.417, 2.327, 0.189], [3.412, 3.277, 0.113], [2.209, 2.909, -0.474], [2.068, 1.621, -0.957], [1.152, 1.285, -1.419], [1.398, 3.619, -0.553], [3.564, 4.271, 0.502], [5.375, 2.558, 0.638], [3.138, -0.680, -2.409], [3.852, -1.265, -0.899], [0.877, -2.734, -2.221], [1.078, -1.107, -2.914], [-2.442, -3.882, -0.592], [-2.577, -3.727, -2.341], [-1.000, -4.069, -1.613]], "lumo_energy_ev": 0.65, "de_lowest_kcal_mol": 0.0, "homo_energy_ev": -8.18, "orbital_gap_ha": 0.3246, "multiplicity": 1}

{"formula": "C21H40FeN6O6S4Se2", "method": "wB97M-V/def2-TZVPD", "symbols": ["Fe", "O", "C", "C", "C", "O", "C", "Se", "C", "Se", "H", "H", "H", "H", "H", "H", "H", "H", "H", "H", "C", "C", "N", "C", "S", "N", "C", "C", "H", "H", "H", "H", "H", "H", "H", "H", "H", "H", "H", "H", "S", "C", "N", "C", "C", "S", "H", "H", "H", "H", "H", "C", "C", "S", "O", "O", "C", "C", "N", "C", "N", "C", "C", "N", "O", "O", "C", "H", "H", "H", "H", "H", "H", "H", "H", "H", "H", "H", "H", "H"], "xyz": [[-0.526, -0.047, -1.114], [-2.446, 0.763, -2.160], [-3.685, 0.240, -1.711], [-3.724, 0.201, -0.170], [-5.216, 0.264, 0.227], [-6.004, -0.786, -0.307], [-3.146, -1.114, 0.392], [-1.692, -1.967, -0.647], [-3.056, 1.424, 0.478], [-1.088, 1.612, 0.348], [-2.403, 0.749, -3.123], [-3.824, -0.781, -2.084], [-4.493, 0.881, -2.092], [-5.618, 1.243, -0.070], [-5.310, 0.169, 1.310], [-5.933, -0.793, -1.266], [-3.933, -1.862, 0.462], [-2.729, -0.935, 1.383], [-3.255, 1.393, 1.550], [-3.480, 2.348, 0.080], [4.031, 2.515, 2.740], [2.931, 1.881, 3.585], [1.972, 1.099, 2.813], [1.625, -0.183, 3.066], [0.081, -0.717, 2.753], [2.540, -1.037, 3.616], [3.959, -1.113, 3.300], [4.763, -1.525, 4.527], [4.662, 3.129, 3.383], [3.606, 3.154, 1.965], [4.665, 1.772, 2.256], [2.382, 2.681, 4.089], [3.354, 1.235, 4.354], [1.222, 1.617, 2.374], [2.115, -1.931, 3.807], [4.304, -0.155, 2.915], [4.109, -1.856, 2.505], [4.631, -0.802, 5.331], [5.823, -1.597, 4.283], [4.423, -2.496, 4.888], [0.141, -0.164, -3.452], [1.265, 1.069, -3.581], [2.512, 0.895, -3.974], [3.377, 2.046, -4.142], [2.575, 3.301, -3.780], [0.890, 2.755, -3.326], [2.883, -0.049, -4.001], [3.725, 2.083, -5.176], [4.248, 1.959, -3.496], [2.484, 3.987, -4.617], [3.011, 3.822, -2.931], [3.784, -4.895, -2.567], [5.051, -4.225, -3.069], [4.994, -2.429, -2.847], [5.866, -1.820, -3.816], [3.607, -2.015, -2.877], [5.680, -2.079, -1.212], [4.682, -2.051, -0.048], [3.583, -1.092, -0.141], [2.264, -1.390, -0.240], [1.522, -0.290, -0.351], [2.369, 0.760, -0.334], [3.659, 0.298, -0.209], [4.826, 1.051, -0.119], [5.845, 0.531, 0.323], [4.768, 2.222, -0.463], [1.687, -2.749, -0.146], [3.776, -5.945, -2.854], [2.912, -4.414, -3.005], [3.702, -4.838, -1.482], [5.175, -4.345, -4.145], [5.953, -4.574, -2.566], [6.190, -1.122, -1.293], [6.421, -2.858, -1.037], [5.256, -1.803, 0.843], [4.236, -3.036, 0.064], [2.019, 1.780, -0.330], [2.318, -3.431, 0.422], [1.520, -3.155, -1.145], [0.716, -2.661, 0.345]], "lumo_energy_ev": [-0.95, -0.96], "homo_energy_ev": [-6.08, -6.40], "orbital_gap_ha": [0.1884, 0.1996], "multiplicity": 5}